Density functional theory data (wB97M-V/def2-TZVPD) for a cluster of 10 separate species, C38H86N2O24 in total in a non-equilibrium geometry.

Computed properties:
Frontier orbital gap ... 9.283 eV
Total energy ... -3414.72360 hartree
Net charge ... 0
SMILES ... CCOC(=O)OC.CCOC(=O)OC.CCOC(=O)OC.CCOC(=O)OC.CCOC(=O)OC.CCOC(=O)OC.COCCNCCOC.COCCNCCOC.CO.CO

Element x y z (Å)
C 5.227794 1.637193 -0.137818
C 4.762884 0.773684 -1.281330
O 3.423492 1.171357 -1.635687
C 2.898429 0.553732 -2.705884
O 3.459527 -0.271618 -3.362346
O 1.666616 0.974149 -2.976629
C 1.021178 1.991065 -2.188665
H 5.489150 2.642391 -0.478180
H 6.133055 1.205396 0.298833
H 4.518328 1.744666 0.681161
H 4.776435 -0.286977 -1.019330
H 5.428449 0.882540 -2.138932
H 0.085542 2.210999 -2.683554
H 1.649774 2.884699 -2.172530
H 0.913667 1.672772 -1.155009
C -0.074431 -2.605412 -4.845895
C -0.980920 -2.043639 -3.790943
O -1.481891 -3.122252 -2.998577
C -2.022093 -2.828023 -1.835273
O -2.209629 -1.707647 -1.408321
O -2.380582 -3.951239 -1.248159
C -2.803048 -3.846531 0.121913
H -0.612948 -3.298652 -5.500109
H 0.750865 -3.187113 -4.434167
H 0.276264 -1.786484 -5.470745
H -1.795788 -1.511458 -4.290713
H -0.479376 -1.291873 -3.183917
H -3.053451 -4.843701 0.464482
H -3.710155 -3.235236 0.171202
H -2.022326 -3.372577 0.709270
C 1.696168 -2.448347 -1.530793
C 1.479535 -2.514988 -0.038122
O 2.170498 -3.635200 0.494332
C 1.451566 -4.732749 0.691956
O 0.259679 -4.852946 0.549713
O 2.299029 -5.752026 0.835432
C 1.684614 -7.039318 0.794844
H 1.340580 -3.351469 -2.033834
H 2.743519 -2.293858 -1.777927
H 1.106939 -1.621958 -1.931218
H 0.417380 -2.577831 0.193015
H 1.868359 -1.609897 0.423624
H 2.499166 -7.758110 0.760299
H 1.073337 -7.147131 -0.101339
H 1.078469 -7.217155 1.683816
C 3.410675 -4.554486 5.487306
C 3.795775 -3.605758 4.383309
O 2.997531 -2.417672 4.511008
C 3.143030 -1.536762 3.517500
O 3.727691 -1.736998 2.490715
O 2.487200 -0.437309 3.873772
C 2.243931 0.585970 2.921791
H 3.409928 -4.052803 6.453022
H 4.144516 -5.361263 5.507314
H 2.423593 -4.979962 5.315682
H 3.697849 -4.027642 3.382937
H 4.846108 -3.308673 4.479459
H 3.144795 0.868366 2.370793
H 1.889389 1.431755 3.497381
H 1.511470 0.272461 2.176146
C -5.010242 2.052309 2.805889
C -5.838392 2.986878 1.928830
O -5.212429 4.298965 1.901951
C -4.590875 4.670455 0.790632
O -4.404416 3.970546 -0.167205
O -4.130308 5.908472 0.854533
C -4.369816 6.714469 2.002073
H -5.618642 1.201248 3.113985
H -4.697540 2.588880 3.699201
H -4.152548 1.697614 2.243324
H -6.812654 3.182475 2.369172
H -5.919296 2.598583 0.917393
H -3.992792 6.203101 2.883590
H -5.418177 6.981136 2.114437
H -3.801191 7.623404 1.829468
C -1.290595 -0.033090 -7.822995
C -1.486210 1.188663 -6.958469
O -1.867556 0.770657 -5.632788
C -2.138219 1.709934 -4.733341
O -1.947374 2.884222 -4.837281
O -2.634321 1.078260 -3.671267
C -2.955433 1.833798 -2.519279
H -2.244635 -0.526863 -8.004790
H -0.609052 -0.741907 -7.360130
H -0.901717 0.324490 -8.775359
H -2.298212 1.802706 -7.353712
H -0.581059 1.791272 -6.882534
H -2.132740 2.487532 -2.236961
H -3.151602 1.090622 -1.749829
H -3.857226 2.450239 -2.561716
C -0.552652 -1.884368 2.876979
O -0.236082 -3.219534 3.113879
C -1.172038 -3.931322 3.860121
C -0.618516 -5.334529 4.084209
N -0.912220 -6.327371 3.054922
C -2.289806 -6.780579 3.113284
C -2.563487 -7.822984 2.057278
O -2.754451 -7.139561 0.841882
C -2.715933 -7.966081 -0.287116
H -0.873404 -1.374476 3.802823
H -1.368946 -1.743934 2.155412
H 0.332759 -1.354349 2.547266
H -2.149534 -3.931219 3.351903
H -1.331849 -3.447475 4.837835
H -0.968817 -5.705354 5.048730
H 0.461815 -5.176011 4.128095
H -0.802901 -5.860066 2.151473
H -3.037063 -5.982058 2.951800
H -2.527054 -7.179348 4.105953
H -3.434758 -8.438502 2.319383
H -1.693332 -8.491080 1.979686
H -1.751657 -8.484196 -0.381589
H -2.832788 -7.342317 -1.171989
H -3.521809 -8.711485 -0.269121
C 5.461230 5.130064 1.405151
O 4.682554 5.268038 0.244373
C 4.910637 6.498335 -0.405336
C 4.128917 6.487168 -1.690311
N 2.709159 6.389795 -1.410674
C 1.905375 6.312641 -2.622817
C 0.431871 6.444411 -2.331548
O 0.069244 5.293219 -1.584885
C -1.308772 5.038972 -1.576956
H 5.329088 5.991255 2.074968
H 6.530431 5.047242 1.171185
H 5.146584 4.233954 1.936200
H 5.982302 6.663833 -0.579608
H 4.576864 7.314608 0.251955
H 4.491449 5.652236 -2.313817
H 4.310159 7.418227 -2.237512
H 2.591261 5.575736 -0.818561
H 2.041798 5.325785 -3.103280
H 2.262682 7.062778 -3.329809
H -0.098101 6.442815 -3.291556
H 0.225580 7.330822 -1.721812
H -1.509902 4.192078 -0.925841
H -1.794573 4.828342 -2.543072
H -1.830704 5.947668 -1.236371
C -1.621240 4.344222 2.763684
O -0.275175 3.975692 3.022564
H -1.982285 3.733886 1.924019
H -2.264607 4.119163 3.611720
H -1.764755 5.392227 2.484083
H 0.222209 4.092858 2.206779
C -1.575396 1.209354 0.763314
O -0.829549 0.274333 0.016257
H -0.975595 1.560705 1.606891
H -1.792699 2.061193 0.108912
H -2.492341 0.815163 1.209112
H -1.411033 -0.370138 -0.423403

Atoms 1-6, force components in eV/Å:
C 0.5 0.4 0.2
C 0.1 -0.3 0.1
O 0.0 0.0 0.0
C 0.0 0.5 0.4
O 0.2 -0.4 -0.3
O -0.4 -0.3 -0.3

---

Density functional theory data (wB97M-V/def2-TZVPD) for a cluster of 5 separate species, C38H89BN7O11 in total in a non-equilibrium geometry.

Computed properties:
Frontier orbital gap ... 6.106 eV
Total energy ... -2736.65273 hartree
Net charge ... +1

Element x y z (Å)
C 4.295820 -1.029383 6.105106
C 4.733721 -0.189459 4.884179
N 3.817000 -0.411482 3.733131
C 4.474132 -0.764035 2.487279
C 3.436763 -0.586147 1.370850
C 2.231970 -1.534370 1.475927
C 0.951157 -0.828001 1.924187
C 0.021370 -1.922108 2.458214
O -1.173178 -1.315453 2.938075
C -1.881202 -2.101731 3.783128
C -3.376582 -2.074386 3.617082
O -1.400539 -2.746868 4.621773
N 5.501986 0.340386 2.142055
C 6.389090 -0.100904 1.376363
C 6.186814 -1.574138 1.095677
C 5.426033 -1.935574 2.441631
B 4.859478 -3.435986 2.490998
O 4.858568 -4.111196 1.269308
N 4.436423 -4.111243 3.689686
C 4.322900 -5.575002 3.479701
C 3.100132 -3.678224 4.163608
H 4.337521 -0.430532 7.010487
H 4.891715 -1.926258 6.243248
H 3.263999 -1.317959 5.949200
H 4.707983 0.856138 5.179693
H 5.769269 -0.438455 4.663890
H 3.366215 0.481293 3.560816
H 3.051998 0.430338 1.471951
H 3.846573 -0.641773 0.368305
H 2.382202 -2.385786 2.137745
H 2.041316 -1.936785 0.481359
H 0.428431 -0.377062 1.089524
H 1.123507 -0.157949 2.758048
H 0.565046 -2.453066 3.237077
H -0.181057 -2.669137 1.687754
H -3.705895 -1.300640 2.932283
H -3.803316 -1.839200 4.585596
H -3.744898 -3.047331 3.319161
H 5.444346 1.305714 2.450852
H 7.191463 0.508616 0.991968
H 7.105390 -2.141688 1.134380
H 5.520982 -1.851092 0.291125
H 6.212734 -1.890988 3.196107
H 3.949093 -4.329837 1.016806
H 5.276816 -6.040928 3.271778
H 3.549677 -5.802342 2.744591
H 3.950401 -5.969272 4.423815
H 2.327261 -4.040460 3.475282
H 2.916887 -4.139932 5.129123
H 3.002093 -2.602583 4.259747
C -0.523495 1.977229 2.387457
O 0.518600 2.129126 1.435292
C 0.041921 2.280452 0.095747
C 0.300454 3.682766 -0.420116
N -0.558218 4.657275 0.242130
C -0.205084 6.051423 -0.029029
C 1.152629 6.552770 0.455459
O 1.282070 6.614045 1.866067
C 1.686221 5.413034 2.490795
H -0.072632 1.713580 3.343997
H -1.080577 2.909741 2.519377
H -1.210568 1.178961 2.097117
H -1.010258 2.013996 0.008774
H 0.608751 1.577014 -0.522483
H 0.104308 3.709222 -1.494588
H 1.365406 3.904067 -0.260401
H -0.516076 4.507123 1.241743
H -0.972684 6.666504 0.447485
H -0.285211 6.228436 -1.106467
H 1.257143 7.583658 0.107369
H 1.989574 5.998144 0.014144
H 2.345764 4.818922 1.850937
H 0.821819 4.814264 2.791280
H 2.230229 5.677584 3.399128
C -3.129372 2.012903 -6.712564
O -4.189126 1.910045 -5.779214
C -4.790831 0.620556 -5.728590
C -4.488836 -0.066420 -4.411654
N -3.082742 -0.449995 -4.324525
C -2.666442 -0.891198 -2.996360
C -2.721092 0.126410 -1.859888
O -1.796210 1.193388 -1.988703
C -2.244448 2.288108 -2.776511
H -2.847890 3.062636 -6.780571
H -2.252097 1.441980 -6.389222
H -3.440798 1.671240 -7.703368
H -4.488448 0.000473 -6.577110
H -5.871843 0.770311 -5.799322
H -5.108876 -0.963006 -4.323778
H -4.770989 0.626321 -3.608189
H -2.510057 0.340681 -4.590302
H -1.629986 -1.229001 -3.088608
H -3.258721 -1.768217 -2.716448
H -2.436734 -0.399548 -0.941596
H -3.732247 0.510924 -1.686383
H -3.324560 2.433175 -2.709241
H -1.945021 2.160588 -3.819365
H -1.754228 3.189042 -2.407970
C -0.886470 -11.371404 2.539125
O 0.176992 -11.206873 1.617451
C -0.247138 -11.000780 0.274908
C 0.064492 -9.588888 -0.179614
N -0.786681 -8.614909 0.497224
C -0.382781 -7.227318 0.296147
C 0.975304 -6.793056 0.843251
O 1.062190 -6.794600 2.258487
C 1.411088 -8.043469 2.843764
H -0.455065 -11.672518 3.492446
H -1.436192 -10.435962 2.689918
H -1.578393 -12.150530 2.208802
H -1.307824 -11.233447 0.145988
H 0.320498 -11.696675 -0.349270
H -0.097662 -9.514617 -1.258649
H 1.128550 -9.407363 0.021124
H -0.780154 -8.807062 1.490645
H -1.145022 -6.606298 0.775147
H -0.421964 -7.002761 -0.774583
H 1.123085 -5.749476 0.540912
H 1.806719 -7.357012 0.403991
H 2.071675 -8.630744 2.202025
H 0.518689 -8.621019 3.091765
H 1.932845 -7.834192 3.778563
C -4.265297 5.693886 -2.929605
O -3.227455 5.853524 -3.882839
C -3.703954 6.031683 -5.213171
C -3.431005 7.441193 -5.698602
N -4.271756 8.410070 -5.005569
C -3.896529 9.803885 -5.240101
C -2.526972 10.266857 -4.748463
O -2.389510 10.285669 -3.337644
C -2.002543 9.058019 -2.749227
H -3.809628 5.413176 -1.979904
H -4.818457 6.626571 -2.780257
H -4.958744 4.902625 -3.229378
H -4.764128 5.778703 -5.299501
H -3.147678 5.334840 -5.847300
H -3.633038 7.496793 -6.772209
H -2.363201 7.642524 -5.539432
H -4.225249 8.233327 -4.010577
H -4.650776 10.418663 -4.742561
H -3.978406 10.012618 -6.311271
H -2.405570 11.305344 -5.067962
H -1.702580 9.710125 -5.209575
H -1.357068 8.470910 -3.408064
H -2.875990 8.466677 -2.460958
H -1.449343 9.286818 -1.836799

Atoms 1-6, force components in eV/Å:
C 0.0 0.4 -0.3
C -0.4 -0.7 0.9
N 1.4 0.2 -0.4
C -0.8 1.6 1.1
C -0.6 -0.6 0.2
C -0.3 0.4 -0.5

---

Density functional theory data (wB97M-V/def2-TZVPD) for a structure of composition C38H90I2NO7PSi2 in a non-equilibrium geometry.

Computed properties:
Frontier orbital gap ... 8.491 eV
Total energy ... -3598.93230 hartree
Net charge ... 0

Element x y z (Å)
C -4.176314 -1.332921 -2.335954
C -3.150619 -1.249034 -3.571195
C -2.493434 0.210135 -3.614811
C -1.188383 0.353894 -2.678859
C -1.538281 0.654678 -1.146602
C -0.648908 1.884951 -0.641107
C 0.121675 1.584937 0.719047
C 1.184275 0.407547 0.603952
C 2.218418 0.550585 -0.601361
C 3.550592 -0.261243 -0.161696
C 3.334223 -1.871066 -0.278262
Si 4.050392 -2.788042 1.254748
O 4.149516 -4.496440 1.079914
Si 3.360779 -5.136200 -0.317837
C 1.487186 -4.824468 -0.452300
C 0.681173 -4.801492 0.928775
C -0.762785 -5.448067 0.647304
C -1.632788 -5.457608 2.001986
N -2.051586 -6.889299 2.215669
C 3.660897 -7.051570 -0.260082
C 4.844511 -7.520789 -1.230779
C 4.089837 -7.469461 1.248517
C 5.647162 -7.250283 1.545263
C 5.931124 -6.855490 3.086036
P 2.541946 -2.460202 2.893726
O 3.170384 -1.939966 4.200837
C 5.723637 -1.928357 1.632373
I 5.918186 -0.244343 3.034853
C 6.949482 -2.292452 1.018237
C 8.315111 -1.525473 1.365222
I 7.080177 -3.860933 -0.457516
H -4.266547 -0.321050 -1.842368
H -3.781530 -2.098829 -1.587618
H -5.192425 -1.683601 -2.703980
H -2.312545 -2.010896 -3.480765
H -3.640455 -1.414327 -4.579127
H -2.128422 0.436920 -4.673568
H -3.211722 1.034414 -3.308271
H -0.555267 -0.581215 -2.777642
H -0.579009 1.204183 -3.143492
H -2.633147 0.984553 -1.105033
H -1.467099 -0.272150 -0.502657
H -1.373642 2.741553 -0.413842
H 0.122086 2.239330 -1.394624
H -0.674309 1.226515 1.463770
H 0.596299 2.497244 1.202483
H 0.667205 -0.607718 0.523180
H 1.773867 0.359406 1.586207
H 1.805241 0.166743 -1.593905
H 2.559049 1.637338 -0.695757
H 3.786466 0.078750 0.889493
H 4.344992 0.048200 -0.915348
H 2.213231 -2.020696 -0.322492
H 3.865091 -2.154426 -1.251480
H 4.008773 -4.659500 -1.556954
H 1.057303 -5.702259 -1.055404
H 1.211084 -3.899058 -1.067790
H 0.472781 -3.701126 1.171900
H 1.218342 -5.324693 1.786768
H -1.250476 -4.756469 -0.125148
H -0.694148 -6.464956 0.153385
H -0.926908 -5.098011 2.830662
H -2.505931 -4.741456 1.956266
H -2.446884 -6.912397 3.167306
H -1.161174 -7.411498 2.189583
H 2.702419 -7.629670 -0.488842
H 5.684705 -6.751053 -1.180079
H 4.462391 -7.578943 -2.302132
H 5.321457 -8.505005 -0.904139
H 3.481951 -6.898982 2.027476
H 3.881107 -8.577283 1.446777
H 6.018685 -6.353268 0.945182
H 6.286944 -8.144172 1.255128
H 5.216308 -7.358238 3.803349
H 7.002355 -7.143673 3.368184
H 5.882560 -5.722404 3.215152
H 1.438148 -1.653109 2.446069
H 1.961764 -3.749011 3.216133
H 8.185324 -0.419840 1.129850
H 9.167583 -1.951274 0.752408
H 8.478189 -1.699010 2.479040
C -4.135280 5.358231 -5.077135
C -4.212759 4.222890 -4.068832
C -3.274191 4.459658 -2.895775
O -3.871598 2.994228 -4.708048
H -3.124604 5.445155 -5.489344
H -4.805657 5.169710 -5.919302
H -4.408548 6.312275 -4.619076
H -5.238590 4.124869 -3.704754
H -2.233787 4.515653 -3.232511
H -3.331789 3.631274 -2.184349
H -3.521858 5.387002 -2.373949
H -2.965998 3.069451 -5.033707
C 5.495042 5.566762 4.824803
C 6.199076 4.844469 3.686681
C 5.201513 4.299113 2.676157
O 6.976066 3.771090 4.213378
H 4.831474 4.885818 5.367229
H 6.222350 5.943303 5.548204
H 4.903724 6.407436 4.453555
H 6.889491 5.529663 3.188276
H 4.527882 3.574649 3.145291
H 5.720073 3.773514 1.870398
H 4.601304 5.101928 2.240637
H 6.375216 3.159149 4.656278
C -9.009834 -1.316062 -2.491838
C -8.298431 -2.062268 -3.609658
C -9.288940 -2.626729 -4.616101
O -7.526372 -3.125741 -3.054819
H -9.678292 -1.984980 -1.940470
H -8.287218 -0.925627 -1.770936
H -9.597246 -0.482526 -2.884513
H -7.603348 -1.388074 -4.116934
H -9.966927 -3.340435 -4.137404
H -8.765119 -3.169105 -5.406961
H -9.884656 -1.832367 -5.072306
H -8.130297 -3.728322 -2.603787
C -1.090951 2.673297 4.665573
C -1.440321 3.887758 3.819689
C -1.975801 5.023918 4.677146
O -2.418826 3.524204 2.847303
H -1.976333 2.291554 5.183869
H -0.718035 1.861642 4.035797
H -0.329072 2.916130 5.410211
H -0.553433 4.224211 3.276287
H -2.891363 4.722584 5.195793
H -2.232777 5.885356 4.055705
H -1.240344 5.337154 5.422100
H -3.207757 3.225029 3.315799
C -2.531780 8.300151 -2.364399
C -3.848824 8.903792 -1.902639
C -3.684912 9.651489 -0.588674
O -4.816128 7.867261 -1.741657
H -2.155034 7.578457 -1.632466
H -2.667211 7.757086 -3.303243
H -1.773624 9.072795 -2.513641
H -4.228635 9.585385 -2.667986
H -3.348227 8.976372 0.204448
H -4.640547 10.070064 -0.263765
H -2.961428 10.464756 -0.684489
H -4.490157 7.259089 -1.066528

Atoms 1-6, force components in eV/Å:
C 0.4 -0.8 -0.6
C 0.1 1.2 0.2
C 1.2 -0.3 0.0
C -0.7 -0.1 -0.5
C 0.0 0.8 -1.0
C 0.0 0.3 1.4